No. 1
{"formula": "C7H10", "method": "ωB97M-V with the def2-TZVPD basis set", "elements": ["C", "C", "C", "C", "C", "C", "C", "H", "H", "H", "H", "H", "H", "H", "H", "H", "H"], "positions_angstrom": [[-0.62667, 0.20014, 2.00755], [-0.83285, 0.60385, 0.53463], [0.11355, -0.04370, -0.49728], [-0.47790, -0.62967, -1.76163], [0.24871, 0.67568, -1.82225], [1.29659, -0.66448, 0.06608], [2.22066, -1.14609, 0.67117], [-1.35262, -0.54980, 2.33350], [-0.72235, 1.07346, 2.65956], [0.36921, -0.21217, 2.18122], [-1.86573, 0.38867, 0.23649], [-0.71357, 1.68727, 0.44971], [-0.01059, -1.50375, -2.20101], [-1.56071, -0.61737, -1.85065], [-0.33498, 1.58564, -1.93858], [1.22111, 0.71215, -2.30149], [3.02813, -1.55981, 1.23299]], "multiplicity": 1, "e_homo_ev": -9.3, "homo_lumo_gap_ev": 10.44, "smiles": "C#CC1(CC)CC1", "largest_force_ev_per_a": 0.376}

***

No. 2
{"formula": "C7H10", "method": "ωB97M-V with the def2-TZVPD basis set", "elements": ["C", "C", "C", "C", "C", "C", "C", "H", "H", "H", "H", "H", "H", "H", "H", "H", "H"], "positions_angstrom": [[1.86810, -1.38318, -0.07976], [0.33249, -1.68711, 0.05437], [1.62060, -0.07137, -0.16594], [0.06272, -0.39384, 0.18853], [2.52132, 1.07910, -0.36247], [-2.51846, -0.42748, -0.16472], [-1.19763, 0.37568, 0.29909], [2.68862, -2.05528, -0.35034], [-0.30600, -2.53644, 0.35933], [2.42315, 1.61935, -1.27266], [3.61856, 0.83465, -0.25225], [2.16573, 1.86007, 0.39886], [-2.77538, -1.18965, 0.48805], [-2.32160, -0.69255, -1.17213], [-3.37309, 0.25534, -0.01151], [-1.08388, 0.57000, 1.29902], [-1.08174, 1.34940, -0.19829]], "multiplicity": 1, "e_homo_ev": -7.3, "homo_lumo_gap_ev": 8.26, "smiles": "CCC1=C(C)C=C1", "largest_force_ev_per_a": 4.188}

***

No. 3
{"formula": "C7H10", "method": "ωB97M-V with the def2-TZVPD basis set", "elements": ["C", "C", "C", "C", "C", "C", "C", "H", "H", "H", "H", "H", "H", "H", "H", "H", "H"], "positions_angstrom": [[-1.51989, -0.79142, 0.40076], [-2.34273, -1.60844, 0.84623], [-1.02000, 0.51570, -0.27592], [-0.04879, -0.26607, 0.54012], [-1.77589, 1.85620, -0.06212], [2.37315, -0.61816, -0.26695], [0.91916, -1.22793, -0.09659], [-0.81297, 0.31900, -1.29137], [0.22344, 0.00273, 1.55678], [-1.13571, 2.56689, 0.50399], [-2.68663, 1.83355, 0.39813], [-2.01332, 2.19967, -1.07880], [3.02566, -0.82840, 0.57246], [2.28572, 0.48257, -0.06324], [2.90409, -0.83162, -1.08695], [1.03750, -2.13223, 0.50887], [0.58719, -1.47204, -1.10540]], "multiplicity": 1, "e_homo_ev": -9.8, "homo_lumo_gap_ev": 9.98, "largest_force_ev_per_a": 5.837}

***

No. 4
{"formula": "C7H10", "method": "ωB97M-V with the def2-TZVPD basis set", "elements": ["C", "C", "C", "C", "C", "C", "C", "H", "H", "H", "H", "H", "H", "H", "H", "H", "H"], "positions_angstrom": [[1.29355, -0.88989, -0.68758], [0.31645, 0.26251, -0.82619], [-1.27126, -0.46093, -1.36333], [-1.03369, 0.46888, -0.26198], [-1.04441, 0.16968, 1.20983], [0.28671, 0.66485, 1.57944], [1.31428, 1.12928, 1.99460], [1.49092, -1.15729, -1.72918], [2.26983, -0.67986, -0.22239], [0.85627, -1.75306, -0.18066], [0.85207, 1.18155, -1.12816], [-1.89309, -0.18810, -2.22329], [-1.35658, -1.53278, -1.12499], [-1.36992, 1.46884, -0.53238], [-1.12686, -0.90535, 1.40295], [-1.82486, 0.68686, 1.77120], [2.24058, 1.53481, 2.32212]], "multiplicity": 1, "e_homo_ev": -8.4, "homo_lumo_gap_ev": 9.55, "smiles": "C#CC[C@@H]1C[C@@H]1C", "largest_force_ev_per_a": 2.525}

***

No. 5
{"formula": "C7H10", "method": "ωB97M-V with the def2-TZVPD basis set", "elements": ["C", "C", "C", "C", "C", "C", "C", "H", "H", "H", "H", "H", "H", "H", "H", "H", "H"], "positions_angstrom": [[1.59498, -0.22276, 0.92574], [1.17299, -0.08122, -0.51825], [-0.15152, -0.57114, -1.02638], [-1.21773, -1.15437, -0.11982], [0.14773, 0.94454, -0.94938], [-0.66404, 1.60182, 0.03499], [-1.49130, 1.80598, 0.88721], [1.95545, -1.24026, 1.12590], [2.41048, 0.47653, 1.14979], [0.77058, -0.00231, 1.61283], [1.99786, -0.18277, -1.22422], [-0.14770, -0.95797, -2.04094], [-1.86367, -0.34097, 0.23802], [-1.84185, -1.87711, -0.65031], [-0.80555, -1.64069, 0.77050], [0.32903, 1.47205, -1.88166], [-2.19573, 1.97066, 1.66597]], "multiplicity": 1, "e_homo_ev": -9.3, "homo_lumo_gap_ev": 10.42, "smiles": "C#C[C@@H]1[C@H](C)[C@@H]1C", "largest_force_ev_per_a": 0.504}

***

No. 6
{"formula": "C7H10", "method": "ωB97M-V with the def2-TZVPD basis set", "elements": ["C", "C", "C", "C", "C", "C", "C", "H", "H", "H", "H", "H", "H", "H", "H", "H", "H"], "positions_angstrom": [[0.02531, 0.00505, -0.11008], [-0.04730, -1.38487, 0.43910], [-2.43530, -0.09378, -0.75086], [-1.29554, 0.71919, -0.21855], [1.09468, 0.85872, -0.21365], [-2.50454, 0.26369, 0.52325], [2.54534, 0.40951, -0.12764], [-0.58322, -2.10647, -0.13294], [-0.24752, -1.38044, 1.51565], [-2.99738, -0.44782, -1.55623], [0.97170, -1.79068, 0.41880], [-1.25940, 1.86126, -0.42455], [0.92059, 1.92310, -0.50387], [-2.99970, 0.12767, 1.51197], [2.88434, 0.66944, 0.82642], [3.14161, 1.04745, -0.75568], [2.78633, -0.68102, -0.44114]], "multiplicity": 1, "e_homo_ev": -8.4, "homo_lumo_gap_ev": 9.55, "smiles": "C/C=C(\\C)C1C=C1", "largest_force_ev_per_a": 3.624}